Record 1
This record from the Open Molecules 2025 dataset describes a 6-piece molecular cluster, C43H58N5O8P overall. The level of theory is ωB97M-V with the def2-TZVPD basis set.

HOMO level: -6.9819 eV
SMILES: C#Cc1c(CC(=O)c2ccccc2)cc2c(c1P(CC)CC)C(=O)c1ccccc1C2=O.CN(C)C=O.CN(C)C=O.CN(C)C=O.CN(C)C=O.CN(C)C=O
Kohn-Sham gap: 0.213 Eh
DFT total energy: -78642.984 eV
F_max: 3.617 eV Å⁻¹

Geometry as XYZ:
```
115
Properties=species:S:1:pos:R:3:forces:R:3
C -0.59087 -5.01484 -0.77403 0.6 0.4 0.2
H 3.05827 4.35520 2.25863 0.1 -0.2 -0.1
H -1.44500 1.51031 8.98235 0.0 -0.2 0.1
C -0.99523 -4.98360 4.39311 0.9 0.6 -0.4
C 1.58090 2.44400 -0.75715 0.1 0.0 -0.5
H -1.73926 -5.20027 -3.31650 1.4 0.7 0.3
H 0.28138 1.14524 9.20010 0.0 0.1 -0.1
H -0.92316 2.07053 -6.07829 -0.1 0.0 0.1
H -6.00256 -0.33340 -6.08982 0.0 -0.1 0.2
H -1.28890 -6.07892 4.41168 0.2 1.3 -0.3
C -3.88038 -1.32209 2.07456 -0.1 -1.9 -0.2
C 2.40902 -3.53074 5.60150 -0.1 0.1 0.6
C 0.62043 3.76620 -2.58513 0.2 0.1 -0.2
N -5.57307 1.67301 -6.43900 0.5 0.1 0.2
H -0.39012 -4.82414 5.33912 -0.8 0.0 -1.1
H -1.64098 -5.49761 1.69078 1.1 0.6 0.0
H 2.20352 2.85888 2.72651 0.2 0.0 -0.2
O -0.92408 5.69087 2.66773 0.1 -0.1 0.0
H -1.45178 3.73017 6.61104 -0.1 -0.1 -0.2
H 1.59692 2.74087 8.49030 0.0 -0.1 0.0
C -0.51133 1.27918 8.46402 -0.1 0.1 -0.2
H 5.77690 -2.80642 1.04308 -1.1 -0.8 0.2
H -3.93114 -0.20189 1.96490 0.3 -1.4 0.4
N 1.07910 4.60570 2.85334 -0.3 0.1 -0.4
H -1.13685 3.71153 -5.43364 -0.1 -0.1 0.0
H -3.87639 -5.32908 2.38249 0.0 1.3 0.0
H 0.94238 4.36164 -8.84456 0.0 0.0 0.1
H 0.39272 4.55785 4.81866 0.2 0.1 0.1
C -1.13382 2.69143 6.49807 0.2 0.2 0.0
C -0.22385 -4.17503 -4.62547 1.6 0.2 3.2
C -3.07240 -3.44584 3.32858 -1.2 1.9 -2.6
H 2.16267 4.54831 4.65060 -0.1 0.0 -0.1
H 4.68328 -0.99671 0.03734 -0.9 0.4 0.7
C 3.61297 -0.88399 2.06509 0.7 0.5 -0.8
C -0.66770 -4.96511 1.80314 2.9 1.4 -0.2
H 0.52165 4.85167 -2.49602 -0.1 0.0 0.0
H -0.30858 3.29497 -2.26083 0.1 0.0 0.1
H -1.93570 3.24705 -6.95924 0.2 0.1 0.1
C 1.10976 -3.50256 -4.60146 -1.3 -0.7 1.7
H -0.84119 -4.32976 -5.54246 0.9 0.3 0.8
H 2.17042 3.84086 -7.11477 0.0 0.0 0.0
C 1.88011 -3.28981 -3.34037 -2.2 -1.1 -0.4
C 1.33494 -3.75305 -2.02382 -1.4 -0.5 -2.5
C 1.34650 3.48285 -6.47616 -0.3 0.0 -0.3
C -4.60566 -3.58436 1.20578 1.2 1.4 1.8
C 1.23451 4.95574 4.25597 -0.3 0.2 -0.3
C -0.12420 -4.61705 3.13781 0.4 -0.2 -2.3
O -1.57506 -5.73696 -0.77390 1.0 0.8 0.0
C 1.41871 -3.88198 0.64080 -1.4 -0.9 1.8
H -0.46490 3.29456 -9.05016 0.0 0.1 -0.1
H 3.73104 3.01639 -2.28785 0.1 0.1 0.0
C 2.12883 -3.49532 -0.67973 -0.8 -0.2 -1.2
C 1.75757 -3.63921 4.58803 0.0 -0.7 -2.0
H 0.53677 2.11290 -0.63022 0.0 0.0 -0.1
C 5.09924 -3.59189 1.50354 1.4 -0.4 -0.7
O -2.71728 -3.87460 5.63878 0.6 -0.1 -1.3
C 1.19398 -3.95254 3.19147 -0.3 0.2 0.2
H 4.55125 0.65080 0.78318 -0.7 -1.0 -0.3
N 0.13700 3.56187 -7.07607 0.6 0.0 0.2
C -0.02055 4.07136 -8.42380 -0.2 -0.1 0.2
N -0.19326 2.36091 7.55344 0.5 0.1 0.2
O 1.28103 3.99114 6.92656 -0.2 -0.2 0.3
H -0.03698 4.70437 1.13265 0.1 -0.1 0.0
H 0.81500 3.49963 -3.62867 -0.2 0.2 0.4
C -0.02175 5.02619 2.18876 0.3 -0.1 0.2
O 3.22504 -2.98603 -0.79798 -0.9 -0.5 0.7
H -0.63002 0.35450 7.89415 0.0 -0.1 0.2
C 0.95586 3.07371 7.65706 -0.2 -0.1 0.0
P 3.63753 -2.73906 2.28673 0.3 -0.4 2.1
O -4.10634 3.30536 -7.07412 -0.3 -0.1 -0.1
H -5.09318 0.46548 -4.78751 0.0 0.1 -0.1
H -6.02258 1.88402 -8.46325 -0.1 0.1 0.0
H 1.86201 3.63190 1.17057 0.0 0.1 0.2
H 3.44203 4.35886 -1.16430 0.1 0.0 -0.1
H -5.14441 -4.26010 0.48603 0.6 0.9 0.9
C 6.02777 -4.35172 2.58943 -0.8 0.6 0.1
H -0.67874 4.94265 -8.40203 0.0 0.0 -0.2
C -6.51500 1.99641 -7.49518 0.2 0.2 -0.1
H 2.86714 -2.77471 -3.45137 -1.1 -0.6 0.5
H -6.82083 0.82381 -5.00582 0.0 -0.2 0.1
H 3.05654 -0.05750 0.07586 1.3 -0.6 0.3
H 1.49373 -3.13304 -5.59259 -0.2 -0.4 1.4
C -5.88679 0.59377 -5.52367 -0.1 0.1 -0.2
H 6.09985 -5.45995 2.36207 0.0 1.4 0.3
C -3.85995 -4.20452 2.32254 0.3 1.3 -0.1
N 1.73675 3.32453 -1.76924 -0.3 -0.3 0.5
H -5.21492 -1.67540 0.21759 0.7 -0.2 1.1
H 3.02640 4.53909 -2.88922 -0.1 -0.1 0.0
H 7.04754 -3.86113 2.61447 -1.1 -0.8 0.0
C 2.10919 3.81494 2.20683 -0.2 0.4 0.5
H -7.38150 1.33812 -7.44653 0.1 0.0 0.1
H 4.38464 -0.46439 2.78741 -0.9 -0.9 -0.6
O 2.47668 2.03315 -0.03479 -0.2 0.2 -0.5
H -2.56187 -1.27130 3.89594 -0.6 -1.0 -0.9
H 2.98266 -3.40285 6.53902 -0.8 -0.1 -1.3
C -3.09534 -1.95384 3.17609 -1.5 -1.2 -1.6
C 3.06154 3.84547 -2.05048 0.1 -0.2 0.2
H 4.86243 -4.34503 0.70374 -0.1 1.0 0.6
H 1.23894 6.04368 4.35590 0.0 -0.1 0.1
O 1.54570 3.06449 -5.34726 0.0 -0.1 -0.4
H -0.64151 2.58086 5.52940 -0.2 0.0 0.0
C 2.00189 -3.56645 1.97158 -2.5 -0.9 -1.0
C 0.09652 -4.59954 0.57928 0.2 0.1 1.4
C -4.42827 2.38908 -6.33912 -0.3 -0.1 0.0
C 0.02690 -4.45815 -2.08345 0.4 0.4 -0.9
H 5.52979 -4.20123 3.59187 0.7 -0.4 -0.9
C -1.04111 3.12303 -6.34890 0.2 -0.1 0.1
H -6.83600 3.03424 -7.38566 -0.1 -0.1 -0.1
H -3.78538 2.06209 -5.50453 0.0 -0.1 0.0
C -2.28187 -4.07888 4.51591 -0.9 -0.1 0.9
C -4.63031 -2.11220 1.06481 1.5 -1.9 2.3
C 4.00141 -0.32904 0.62808 -0.4 0.9 0.5
C -0.74358 -4.67113 -3.33580 1.9 1.2 -0.5
H 2.61852 -0.50457 2.45175 1.0 -0.5 -0.6
H -2.00260 2.03573 6.54390 0.1 0.0 0.1
```
Forces are in eV/Å.


Record 2
This record from the Open Molecules 2025 dataset describes C43H61BCl2FILuN5O2P2 as an isolated structure. The level of theory is ωB97M-V with the def2-TZVPD basis set.

HOMO level: -7.0005 eV
Kohn-Sham gap: 0.236 Eh
DFT total energy: -145867.719 eV
F_max: 3.342 eV Å⁻¹

Geometry as XYZ:
```
119
Properties=species:S:1:pos:R:3:forces:R:3
H 0.66012 4.74572 3.57781 0.0 0.0 0.0
H -2.55224 2.57389 4.64424 0.0 0.0 0.0
H 2.50311 1.42590 3.51313 -0.1 0.1 0.1
C -5.03107 -0.75422 1.22168 0.0 0.0 0.1
C -1.81479 -2.29261 4.02323 0.0 0.0 0.0
C -4.44326 0.72389 -3.51161 0.0 0.0 -0.1
C -0.54498 0.29854 3.29181 0.0 0.0 0.1
C -1.69492 4.29116 2.55362 -0.1 0.0 0.0
C -4.06761 -0.68668 -3.02335 -0.1 0.1 0.0
H -5.29190 -3.06902 -0.77876 0.0 0.0 0.1
H -2.84082 -0.90687 -4.77353 0.0 0.0 0.0
C 1.96370 1.67454 4.43306 0.1 0.1 0.0
O -0.53791 0.00340 -1.37503 -2.3 0.7 -0.1
H -0.76110 3.58705 5.37995 0.0 0.0 0.0
C -5.14295 -1.67327 -3.47770 0.0 -0.1 -0.1
C -2.69489 -1.98463 -0.76902 -0.1 -0.1 0.2
H -3.35065 2.84938 1.01237 0.0 0.0 0.0
H 2.53708 -2.94493 2.46666 -0.1 0.0 0.0
H -2.60455 -3.90828 5.19388 0.0 0.0 0.0
H -2.59302 1.27119 1.14223 0.0 0.1 0.0
H 6.18750 -0.68267 0.37774 0.0 0.0 0.0
H -1.46032 4.69443 3.54002 0.0 0.0 0.0
C 0.78971 2.63106 4.16791 0.0 0.2 0.1
H -1.71535 2.59485 0.37707 0.0 0.0 0.1
H -4.57471 0.70875 -4.59886 0.0 0.0 0.0
P -3.77870 -0.51696 -1.17118 0.3 0.1 -0.1
C 4.54752 2.07481 -1.57562 0.2 0.0 0.0
C -6.00869 -2.29986 -0.48745 0.0 0.0 0.0
H -6.78175 -2.27489 -1.25521 0.0 0.0 0.0
C 2.97833 -2.30946 1.70905 -0.1 0.0 -0.1
H -5.96040 -0.75818 1.80058 0.0 0.0 0.0
C 2.73685 3.41869 -2.31958 0.0 0.1 -0.1
C -6.38385 0.18720 -0.61561 -0.1 0.0 0.1
C 6.46575 -3.89662 0.18522 0.0 0.0 0.1
H -4.41347 -1.57205 1.59544 -0.1 0.1 0.0
H -6.48165 -2.63981 0.43839 0.0 0.0 0.0
C 3.19920 2.42562 -1.44993 -0.2 0.0 0.1
H -2.49587 -2.12627 -3.54942 0.0 0.0 0.0
H -0.91935 4.61480 1.85476 0.0 0.0 0.0
C 3.90012 -1.07990 -3.10770 0.1 0.2 0.0
H -6.68091 0.17298 -1.66401 0.0 0.0 0.0
H 5.11393 -0.44718 -6.17485 0.0 0.0 0.0
H -0.50174 1.87932 5.76675 0.0 0.0 0.0
H 1.40390 2.33204 -0.30146 0.0 0.0 0.0
C 6.37566 -3.03045 -3.43708 0.2 -0.1 0.2
C 4.51441 -0.35515 -5.27564 0.1 0.1 -0.1
H -5.37165 1.08571 -3.06800 0.0 0.0 0.0
N 2.96680 -0.13536 -3.00655 -0.3 -0.5 0.1
H 0.36184 -0.10710 3.73907 0.0 0.0 0.0
N 6.32923 -2.70248 0.76487 -0.1 0.1 -0.1
C 6.38489 -2.91290 -1.96499 -0.1 0.1 -0.2
H 2.06780 4.33007 4.55384 0.0 0.0 0.0
H -3.65934 1.44272 -3.26846 0.0 0.0 0.0
H 4.94652 1.30125 -0.92577 0.0 0.0 0.0
F 5.67206 4.15972 -4.31441 0.0 0.0 0.0
H 2.00439 3.86996 2.84386 0.0 0.0 0.0
C -0.00617 2.80452 5.46155 0.0 0.0 0.0
N 6.28209 -1.70633 -1.39891 0.0 0.0 0.1
C 4.73425 -1.21949 -4.21153 0.1 -0.2 0.1
C 6.26493 -1.66732 -0.07320 0.0 -0.1 0.0
C 2.29294 1.72291 -0.50046 0.1 0.1 -0.4
C -1.84618 2.76692 2.56708 -0.1 0.1 -0.1
C -2.49300 -3.49980 4.19781 0.0 0.0 -0.1
C 6.51818 -4.05337 -1.18331 0.0 -0.2 0.0
C -2.74618 -1.07518 -3.69572 0.0 0.0 -0.1
H -3.28616 -4.22325 0.96949 0.0 0.0 0.0
H -1.29061 0.36032 4.08707 0.0 0.0 0.1
C 2.79236 0.70352 -4.03184 0.0 0.0 0.2
H -2.64043 4.73821 2.23143 0.0 0.0 0.0
C -5.37259 -0.91312 -0.27003 -0.1 -0.1 0.0
H -2.01529 -2.18677 -1.59109 0.1 0.1 0.0
C -2.21930 -2.47629 1.63737 0.1 0.1 -0.2
C 3.55364 4.00916 -3.28142 -0.1 0.0 0.1
H -1.90501 -0.48275 -3.33469 0.0 0.0 0.0
H 2.04166 1.47038 -3.90792 -0.1 0.0 0.0
H -3.29746 -2.87623 -0.61074 0.0 -0.1 -0.1
C -2.39641 2.34252 1.19326 0.0 0.1 0.0
H -6.13894 -1.41173 -3.12151 0.0 0.0 0.0
C -2.88034 -3.67812 1.81224 0.0 0.0 0.1
H 0.67627 3.09278 6.26877 0.0 0.0 0.0
C -2.87000 2.35582 3.62587 -0.1 0.0 0.0
Lu 1.34012 -0.42669 -1.09099 3.3 -0.4 -0.4
C -1.69067 -1.78934 2.74007 0.2 0.1 0.0
H -3.11653 1.29303 3.55973 0.0 0.0 0.0
H 6.52598 -4.75506 0.84586 0.0 0.0 0.0
C 4.86619 3.60341 -3.37378 0.0 0.0 0.0
N -1.04835 -0.62424 2.29725 -0.3 -0.3 0.1
I 0.83166 -2.81401 -2.80074 -0.1 -0.2 -0.2
C -3.01615 -4.18199 3.10752 0.0 0.1 -0.1
H 2.67255 2.16702 5.10517 0.0 0.0 0.0
H 3.98533 -1.76051 -2.27261 -0.1 0.0 0.0
H -5.17568 -1.66849 -4.57294 0.0 0.0 0.0
C 1.40963 3.97566 3.75358 0.0 0.1 0.1
C 3.54056 0.62166 -5.18618 0.1 0.1 -0.1
H 3.36525 1.31862 -5.99316 0.0 0.0 0.0
C 5.38339 2.64628 -2.52549 0.0 -0.1 0.1
O -0.35582 0.22298 0.06881 -0.8 0.0 0.5
Cl 2.34219 -0.66646 1.87879 0.1 -0.1 0.0
H -7.28915 0.05022 -0.01500 0.0 0.0 0.0
B -1.14227 -0.63606 0.86858 0.2 0.1 -0.3
H 2.79470 1.59623 0.46361 0.0 0.0 0.0
H -5.97810 1.17748 -0.39128 0.0 0.0 0.0
H -4.92263 -2.69511 -3.16150 0.0 0.0 0.0
Cl 2.48924 -2.90400 0.09663 0.2 0.0 0.3
H 4.05782 -2.28214 1.77127 0.1 0.0 0.0
N -1.94641 -1.74648 0.46751 -0.1 -0.2 0.1
H 1.65204 0.74823 4.91570 0.0 0.0 0.0
H -1.39864 -1.76637 4.87233 0.0 0.0 0.0
H -3.53228 -5.12146 3.25819 0.0 0.0 0.0
H -3.80041 2.90525 3.44562 0.0 0.0 0.0
H 6.62836 -5.03136 -1.63353 0.0 0.0 0.0
H 6.42090 2.35028 -2.61994 0.0 0.0 0.0
H 5.95229 -2.54944 -5.37828 0.0 0.0 0.0
P -0.13757 1.99210 2.66593 0.2 -0.2 -0.2
H 3.18099 4.77573 -3.95008 0.0 0.0 0.0
C 5.73977 -2.29211 -4.34466 -0.2 0.2 -0.2
H 6.97564 -3.85099 -3.81671 0.0 0.0 0.0
H 1.69989 3.73240 -2.24553 0.0 0.0 0.0
H -4.51210 0.18753 1.42312 -0.1 0.0 0.0
```
Forces are in eV/Å.


What is the F_max in the first record? 3.617 eV Å⁻¹


F_max of number 1 (C43H58N5O8P)? 3.617 eV Å⁻¹